w.
The following is a quantum chemistry calculation of a structure of composition C2H3N3, from OMol25.

ORCA input file:
```
! wB97M-V def2-TZVPD RIJCOSX def2/J DEFGRID3
* xyz 0 1
C 1.011 -0.491 0.244
C -1.229 0.674 -0.882
N -0.269 -0.352 -0.539
N -1.936 0.267 -0.072
N 1.519 -0.699 1.392
H 1.140 -0.069 -0.767
H -1.198 1.497 -1.514
H 0.962 -0.829 2.138
*
```

Kohn-Sham gap in eV: 9.7
E_HOMO in eV: -9.544
E_LUMO in eV: 0.2

=====

x.
The following is a quantum chemistry calculation of the molecule C2H3N3, from OMol25.

ORCA input file:
```
! wB97M-V def2-TZVPD RIJCOSX def2/J DEFGRID3
* xyz 0 1
C -0.081 0.232 0.057
C -1.326 -0.567 -0.006
N -2.606 0.015 0.588
N -2.341 0.334 -0.552
N -0.183 1.472 -0.070
H 1.037 -0.229 0.222
H -1.348 -1.702 -0.155
H 0.755 1.924 -0.114
*
```

Kohn-Sham gap in eV: 10.7
E_HOMO in eV: -9.930
SMILES: [H]/N=C/C1N=N1
E_LUMO in eV: 0.7

=====

x is favored, and the nearest alternative lies 359.8 kJ/mol above it.

=====

w.
The following is a quantum chemistry calculation of the molecule C2H3N3, from OMol25.

ORCA input file:
```
! wB97M-V def2-TZVPD RIJCOSX def2/J DEFGRID3
* xyz 0 1
C -0.399 0.133 -0.028
C 0.961 -0.063 0.309
H -0.884 -1.953 -0.439
H -2.198 -0.622 -0.030
H -0.072 1.948 -0.160
N -1.225 -1.027 0.041
N -0.894 1.271 -0.040
N 2.088 -0.214 -0.152
*
```

Kohn-Sham gap in eV: 9.9
E_HOMO in eV: -10.168
SMILES: [H]/N=C(/N)C#N
E_LUMO in eV: -0.2

=====

x.
The following is a quantum chemistry calculation of the molecule C2H3N3, from OMol25.

ORCA input file:
```
! wB97M-V def2-TZVPD RIJCOSX def2/J DEFGRID3
* xyz 0 1
C 0.109 -0.275 0.200
C -1.200 -0.433 0.299
H -0.236 1.847 -0.122
H 1.529 1.200 -0.407
H 0.632 -2.077 0.376
N 0.483 1.151 0.066
N 1.111 -1.189 -0.202
N -2.428 -0.225 -0.212
*
```

Kohn-Sham gap in eV: 8.6
E_HOMO in eV: -9.880
SMILES: [H]/N=C(/N)C#N
E_LUMO in eV: -1.2

=====

y.
The following is a quantum chemistry calculation of the molecule C2H3N3, from OMol25.

ORCA input file:
```
! wB97M-V def2-TZVPD RIJCOSX def2/J DEFGRID3
* xyz 0 1
N -1.478 -0.267 0.150
C 0.524 1.216 -0.293
C 0.946 -0.036 -0.089
N 0.505 -1.273 -0.025
N -0.863 -1.337 -0.004
H -2.481 -0.499 0.072
H 0.820 2.005 0.410
H 2.027 0.192 -0.222
*
```

Kohn-Sham gap (spin up / spin down) in eV: 8.6 / 8.6
E_HOMO (spin up / spin down) in eV: -9.487 / -9.487
E_LUMO (spin up / spin down) in eV: -0.9 / -0.9

=====

z.
The following is a quantum chemistry calculation of the molecule C2H3N3, from OMol25.

ORCA input file:
```
! wB97M-V def2-TZVPD RIJCOSX def2/J DEFGRID3
* xyz 0 1
N -0.732 0.665 0.039
C -0.666 -0.664 -0.117
N 0.600 -1.026 -0.169
C 1.223 0.225 -0.013
N 0.493 1.224 0.155
H -1.549 1.257 0.042
H -1.531 -1.305 -0.209
H 2.163 -0.376 0.273
*
```

Kohn-Sham gap in eV: 11.4
E_HOMO in eV: -10.530
SMILES: c1nc[nH]n1
E_LUMO in eV: 0.9

=====

z is favored, and the nearest alternative lies 11.1 kJ/mol above it.

=====

w.
The following is a quantum chemistry calculation of the molecule C2H3N3, from OMol25.

ORCA input file:
```
! wB97M-V def2-TZVPD RIJCOSX def2/J DEFGRID3
* xyz 0 1
N -0.664 0.910 0.077
C -0.399 -0.563 0.115
N 0.541 -0.984 -0.944
C 1.031 -0.599 0.154
N 0.324 1.618 0.039
H -1.617 1.299 0.111
H -1.162 -1.248 0.493
H 1.940 -0.424 0.708
*
```

Kohn-Sham gap in eV: 9.5
E_HOMO in eV: -8.587
E_LUMO in eV: 0.9

=====

x.
The following is a quantum chemistry calculation of the molecule C2H3N3, from OMol25.

ORCA input file:
```
! wB97M-V def2-TZVPD RIJCOSX def2/J DEFGRID3
* xyz 0 1
N 0.112 0.886 0.106
C 1.122 -0.077 -0.037
N 0.666 -1.289 -0.017
N -0.711 -1.219 0.122
C -0.997 0.031 0.266
H -0.407 1.016 -0.815
H 2.175 0.178 -0.105
H -1.960 0.473 0.480
*
```

Kohn-Sham gap in eV: 11.4
E_HOMO in eV: -10.578
SMILES: c1nnc[nH]1
E_LUMO in eV: 0.8

=====

x is favored, and the nearest alternative lies 262.7 kJ/mol above it.

=====

w.
The following is a quantum chemistry calculation of the molecule C4H3N3O, from OMol25.

ORCA input file:
```
! wB97M-V def2-TZVPD RIJCOSX def2/J DEFGRID3
* xyz 0 1
C 0.986 -0.003 0.729
C 0.547 0.685 -1.554
C -1.325 -0.107 -0.616
C -0.602 -0.287 0.815
H 1.089 -0.804 2.361
H 1.064 0.674 -2.559
H -2.462 -0.156 -0.365
N 1.642 -0.475 1.676
N 1.202 0.727 -0.449
N -0.829 0.370 -1.701
O -1.311 -0.623 1.663
*
```

Kohn-Sham gap in eV: 7.1
E_HOMO in eV: -9.010
SMILES: [H]/N=C1/N=CN=CC1=O
E_LUMO in eV: -1.9

=====

x.
The following is a quantum chemistry calculation of the molecule C4H3N3O, from OMol25.

ORCA input file:
```
! wB97M-V def2-TZVPD RIJCOSX def2/J DEFGRID3
* xyz 0 1
C 0.698 0.132 0.661
C 0.454 -0.400 -0.637
C -0.134 -1.746 -0.538
C -0.580 0.310 -1.432
H -1.085 1.403 0.843
H -0.037 1.617 2.122
H 1.312 -0.304 -1.420
N -0.455 0.952 1.364
N -0.731 -2.719 -0.080
N -1.186 1.187 -2.008
O 1.744 -0.431 1.127
*
```

Kohn-Sham gap in eV: 10.8
E_HOMO in eV: -11.330
SMILES: N#CC(C#N)C(N)=O
E_LUMO in eV: -0.5

=====

x is favored, and the nearest alternative lies 19.7 kJ/mol above it.

=====

w.
The following is a quantum chemistry calculation of the molecule C4H3N3O, from OMol25.

ORCA input file:
```
! wB97M-V def2-TZVPD RIJCOSX def2/J DEFGRID3
* xyz 0 1
C -1.690 0.289 -0.051
C -0.286 0.061 -0.119
C 0.088 -1.222 0.263
C 0.748 1.097 0.158
H -1.983 1.475 0.192
H -0.701 -1.857 0.637
H 0.449 2.169 0.244
N 1.406 -1.482 0.035
N 2.384 -0.561 -0.520
N 2.002 0.643 -0.308
O -2.418 -0.611 -0.529
*
```

Kohn-Sham gap in eV: 8.1
E_HOMO in eV: -9.864
SMILES: O=Cc1cnnnc1
E_LUMO in eV: -1.8

=====

x.
The following is a quantum chemistry calculation of the molecule C4H3N3O, from OMol25.

ORCA input file:
```
! wB97M-V def2-TZVPD RIJCOSX def2/J DEFGRID3
* xyz 0 1
C 1.711 -1.069 -0.046
C -0.250 -0.444 -0.073
C -1.645 -0.328 -0.166
C -2.837 -0.111 0.014
H 1.151 2.411 0.170
H 2.720 -1.570 -0.156
H -3.971 -0.289 0.421
N 0.615 0.687 0.029
N 1.780 0.201 0.109
N 0.435 -1.513 -0.121
O 0.291 2.027 -0.182
*
```

Kohn-Sham gap in eV: 9.9
E_HOMO in eV: -9.244
SMILES: C#Cc1ncnn1O
E_LUMO in eV: 0.7

=====

x is favored, and the nearest alternative lies 10.6 kJ/mol above it.

=====

w.
The following is a quantum chemistry calculation of a cluster of 2 separate species, C3H9N2O in total, from OMol25.

ORCA input file:
```
! wB97M-V def2-TZVPD RIJCOSX def2/J DEFGRID3
* xyz 1 1
C 0.530 -0.363 2.349
N -0.190 0.678 2.134
H 1.271 -0.346 3.143
H 0.292 -1.324 1.829
H -0.824 0.786 1.230
H -0.036 1.471 2.764
C -0.733 1.020 -1.168
N 0.133 0.264 -1.846
C 0.303 -1.147 -1.557
O -1.388 0.665 -0.166
H -0.773 1.979 -1.630
H 0.535 0.734 -2.652
H 1.318 -1.380 -1.266
H -0.079 -1.689 -2.446
H -0.360 -1.347 -0.717
*
```

Kohn-Sham gap in eV: 9.5
E_HOMO in eV: -14.397
E_LUMO in eV: -4.9

=====

x.
The following is a quantum chemistry calculation of the ion C3H9N2O with charge +1, from OMol25.

ORCA input file:
```
! wB97M-V def2-TZVPD RIJCOSX def2/J DEFGRID3
* xyz 1 1
C 1.391 0.889 -0.468
C -0.482 -0.340 0.641
C -1.653 -0.677 -0.328
N 1.083 -1.293 -0.200
N -0.026 1.033 0.383
O 1.932 -0.263 0.147
H 1.051 0.462 -1.389
H 1.976 1.750 -0.525
H -0.416 -0.616 1.639
H -2.454 0.047 -0.194
H -2.000 -1.674 -0.150
H -1.248 -0.482 -1.355
H 1.276 -2.015 0.520
H 0.392 1.584 1.211
H -0.821 1.596 0.070
*
```

Kohn-Sham gap in eV: 10.4
E_HOMO in eV: -14.189
E_LUMO in eV: -3.8

=====

y.
The following is a quantum chemistry calculation of a cluster of 2 separate species, C3H9N2O in total, from OMol25.

ORCA input file:
```
! wB97M-V def2-TZVPD RIJCOSX def2/J DEFGRID3
* xyz 1 1
C 1.053 0.746 1.548
N 0.820 0.939 0.191
C 1.615 0.132 -0.770
O 1.463 -0.285 1.999
H 0.729 1.590 2.172
H 0.772 1.915 -0.074
H 2.659 0.454 -0.782
H 1.182 0.252 -1.762
H 1.588 -0.911 -0.457
C -2.581 -0.802 -0.563
N -1.385 -0.819 -0.148
H -2.943 0.109 -1.022
H -3.216 -1.672 -0.452
H -1.017 -1.652 0.311
H -0.739 0.004 -0.190
*
```

Kohn-Sham gap in eV: 8.7
E_HOMO in eV: -14.078
E_LUMO in eV: -5.3

=====

w is favored, and the nearest alternative lies 30.6 kJ/mol above it.